[1]
C40H27AsN5O5Rb as an isolated structure at a distorted geometry. Source: OMol25; level of theory: wB97M-V/def2-TZVPD.

Results
LUMO level in eV: 4.0
HOMO in eV: -2.2

Geometry as ORCA input:
```
! RIJCOSX wB97M-V def2-TZVPD def2/J DEFGRID3
* xyz -2 1
Rb 0.310 -1.642 1.237
O 2.633 -2.296 -3.414
C 1.684 -2.354 -2.599
O 0.753 -1.537 -2.456
C 1.721 -3.562 -1.642
C 2.532 -4.639 -1.983
C 2.705 -5.663 -1.070
C 2.099 -5.561 0.168
C 1.271 -4.473 0.426
N 1.064 -3.506 -0.475
C 0.639 -4.345 1.827
O 1.363 -4.746 2.763
O -0.507 -3.851 1.903
H 3.030 -4.635 -2.942
H 3.340 -6.511 -1.303
H 2.251 -6.293 0.948
O -0.074 0.771 2.016
C -0.148 1.246 3.191
C -1.157 2.188 3.571
C -1.260 2.696 4.846
C -0.374 2.306 5.854
C 0.612 1.384 5.533
C 0.747 0.861 4.252
C 1.784 -0.152 3.998
N 2.810 -0.076 3.177
C 3.466 -1.281 3.264
C 2.834 -2.105 4.147
N 1.777 -1.368 4.623
H -1.863 2.484 2.802
H -2.047 3.409 5.073
H -0.459 2.712 6.855
H 1.318 1.066 6.296
H 4.345 -1.482 2.672
H 2.989 -3.134 4.415
H 1.055 -1.708 5.232
C -4.247 -2.215 -3.407
C -3.835 -2.635 -2.150
C -2.849 -1.936 -1.472
C -2.265 -0.800 -2.027
C -2.666 -0.402 -3.297
C -3.650 -1.103 -3.982
As -0.932 0.154 -0.934
C -2.392 1.114 -0.022
C -3.154 0.646 1.037
C -4.167 1.430 1.571
C -4.414 2.696 1.051
C -3.649 3.181 0.001
C -2.634 2.393 -0.536
C -1.758 2.761 -1.659
C -1.775 3.967 -2.352
C -0.920 4.164 -3.427
C -0.055 3.155 -3.831
C -0.031 1.951 -3.140
C -0.860 1.755 -2.047
H -5.020 -2.757 -3.939
H -4.279 -3.516 -1.701
H -2.502 -2.295 -0.508
H -2.199 0.452 -3.770
H -3.946 -0.779 -4.974
H -2.946 -0.329 1.463
H -4.759 1.065 2.402
H -5.203 3.309 1.471
H -3.851 4.168 -0.398
H -2.459 4.756 -2.061
H -0.938 5.107 -3.962
H 0.600 3.306 -4.682
H 0.606 1.137 -3.465
N 4.104 2.373 -4.907
C 3.846 2.089 -3.821
C 3.527 1.819 -2.457
C 3.679 2.832 -1.508
C 3.321 2.575 -0.202
C 2.816 1.318 0.119
N 2.681 0.347 -0.782
C 3.026 0.579 -2.041
H 4.066 3.797 -1.812
H 3.423 3.330 0.566
H 2.507 1.083 1.133
H 2.906 -0.246 -2.744
*
```

Atom charges from the Löwdin analysis, given in e for atoms 1 to 6: atom 1 (Rb): 0.992, atom 2 (O): -0.059, atom 3 (C): -0.662, atom 4 (O): -0.102, atom 5 (C): -0.168, atom 6 (C): -0.026

---

[2]
An isolated molecule of C26H30N4O2. Source: OMol25; level of theory: wB97M-V/def2-TZVPD.

Results
LUMO level in eV: 0.7
HOMO in eV: -8.4

Geometry as ORCA input:
```
! RIJCOSX wB97M-V def2-TZVPD def2/J DEFGRID3
* xyz 0 1
C -6.450 -1.900 0.501
C -5.376 -0.824 0.410
C -5.548 0.036 -0.863
C -4.470 1.077 -0.905
C -3.226 0.812 -1.473
C -2.231 1.769 -1.380
C -2.514 2.962 -0.736
C -3.791 3.141 -0.228
N -4.741 2.229 -0.308
N -4.063 -1.430 0.424
C -3.008 -0.827 1.036
O -3.142 0.094 1.820
C -1.672 -1.364 0.664
C -0.604 -0.476 0.696
C 0.667 -0.858 0.318
C 0.912 -2.167 -0.085
O 2.092 -2.700 -0.481
C 3.322 -1.986 -0.539
C 3.835 -1.495 0.817
C 5.245 -0.913 0.624
N 5.336 0.117 -0.384
C 5.081 1.482 0.030
C 3.671 1.856 0.437
C 3.261 1.825 1.769
C 1.968 2.211 2.083
C 1.125 2.622 1.062
C 1.622 2.609 -0.232
N 2.854 2.240 -0.537
C 4.787 -0.304 -1.652
C 3.356 -0.858 -1.572
C -0.158 -3.071 -0.091
C -1.428 -2.678 0.268
H -7.435 -1.444 0.546
H -6.410 -2.555 -0.368
H -6.303 -2.500 1.396
H -5.415 -0.166 1.283
H -5.497 -0.607 -1.745
H -6.520 0.525 -0.825
H -3.037 -0.126 -1.975
H -1.252 1.579 -1.797
H -1.767 3.735 -0.635
H -4.071 4.059 0.273
H -3.873 -2.100 -0.305
H -0.791 0.537 1.018
H 1.448 -0.119 0.344
H 4.012 -2.771 -0.886
H 3.177 -0.735 1.234
H 3.872 -2.331 1.518
H 5.616 -0.514 1.570
H 5.915 -1.725 0.314
H 5.754 1.692 0.868
H 5.361 2.123 -0.810
H 3.947 1.511 2.542
H 1.624 2.196 3.107
H 0.115 2.940 1.266
H 1.010 2.912 -1.072
H 4.813 0.541 -2.340
H 5.446 -1.090 -2.042
H 3.057 -1.248 -2.546
H 2.675 -0.051 -1.309
H 0.043 -4.089 -0.387
H -2.223 -3.410 0.271
*
```

Atom charges from the Löwdin analysis, given in e for atoms 1 to 6: atom 1 (C): -0.049, atom 2 (C): -0.359, atom 3 (C): -0.091, atom 4 (C): -0.299, atom 5 (C): -0.035, atom 6 (C): -0.071

---

[3]
C37H39O3S3SeTc as an isolated structure at a distorted geometry. Source: OMol25; level of theory: wB97M-V/def2-TZVPD.

Results
LUMO level (alpha / beta) in eV: -9.7 / -11.1
Expectation value of S²: 4.217
HOMO (alpha / beta) in eV: -16.3 / -16.4

Geometry as ORCA input:
```
! RIJCOSX wB97M-V def2-TZVPD def2/J DEFGRID3
* xyz 3 4
Tc 1.181 -0.156 0.349
O 2.693 -1.247 0.905
S 3.804 -2.344 1.038
C 2.803 -3.816 1.287
C 1.862 -4.089 0.124
C 0.663 -4.947 0.537
C -0.390 -4.215 1.364
S -1.314 -2.851 0.614
O -0.395 -1.613 0.633
C -1.518 -3.366 -1.068
C -0.736 -2.870 -2.104
C -1.011 -3.273 -3.403
C -2.060 -4.151 -3.654
C -2.844 -4.626 -2.611
C -2.585 -4.225 -1.307
C 4.439 -2.583 -0.596
C 5.378 -3.600 -0.737
C 5.917 -3.828 -1.993
C 5.534 -3.036 -3.071
C 4.614 -2.010 -2.900
C 4.056 -1.773 -1.651
H 2.284 -3.592 2.222
H 3.511 -4.626 1.481
H 2.403 -4.573 -0.687
H 1.499 -3.141 -0.262
H 0.999 -5.796 1.136
H 0.204 -5.365 -0.357
H 0.009 -3.755 2.273
H -1.184 -4.900 1.677
H 0.075 -2.178 -1.915
H -0.402 -2.906 -4.221
H -2.273 -4.459 -4.670
H -3.666 -5.302 -2.809
H -3.205 -4.585 -0.490
H 5.699 -4.200 0.112
H 6.646 -4.618 -2.126
H 5.970 -3.210 -4.047
H 4.342 -1.380 -3.738
H 3.364 -0.955 -1.513
O -0.072 0.939 -0.463
S 1.859 1.550 1.951
C 1.686 3.182 1.263
C 0.452 3.787 1.057
C 0.424 5.098 0.607
C 1.611 5.787 0.371
C 2.834 5.167 0.579
C 2.879 3.855 1.029
C 0.635 1.416 3.236
C -0.720 1.213 2.989
C -1.594 1.155 4.061
C -1.117 1.288 5.363
C 0.239 1.470 5.598
C 1.125 1.537 4.532
H -0.476 3.263 1.266
H -0.530 5.590 0.456
H 1.580 6.817 0.040
H 3.756 5.710 0.418
H 3.832 3.369 1.207
H -1.093 1.093 1.978
H -2.653 1.013 3.885
H -1.807 1.247 6.196
H 0.611 1.567 6.611
H 2.185 1.690 4.708
C -5.195 5.401 -1.091
C -4.256 4.243 -1.046
C -2.942 4.363 -1.535
C -2.076 3.302 -1.554
C -0.701 3.455 -2.147
C -2.577 2.048 -1.052
Se -1.597 0.512 -1.282
C -3.907 1.889 -0.536
C -4.460 0.583 -0.019
C -4.697 3.004 -0.527
H -4.692 6.334 -1.336
H -5.729 5.510 -0.145
H -5.958 5.214 -1.855
H -2.616 5.314 -1.942
H -0.492 4.501 -2.362
H -0.622 2.905 -3.087
H 0.069 3.093 -1.469
H -3.702 -0.039 0.457
H -4.916 0.010 -0.834
H -5.245 0.770 0.713
H -5.698 2.938 -0.112
*
```

Atom charges from the Löwdin analysis, given in e for atoms 1 to 6: atom 1 (Tc): 1.350, atom 2 (O): -0.732, atom 3 (S): 1.166, atom 4 (C): -0.294, atom 5 (C): -0.222, atom 6 (C): -0.190

---

[4]
A 8-piece molecular cluster, C33H52F8N6O3 overall at a distorted geometry. Source: OMol25; level of theory: wB97M-V/def2-TZVPD.

Results
LUMO level in eV: 0.3
HOMO in eV: -10.0

Geometry as ORCA input:
```
! RIJCOSX wB97M-V def2-TZVPD def2/J DEFGRID3
* xyz 0 1
F -1.861 2.460 -4.487
C -0.856 2.579 -3.592
F -0.390 3.847 -3.588
C -1.409 2.238 -2.211
F -0.383 2.361 -1.307
F -1.709 0.922 -2.211
C -2.561 3.123 -1.897
O -3.334 2.805 -0.766
C -3.293 3.791 0.193
F -2.080 3.891 0.738
F -3.626 4.967 -0.367
C -4.301 3.444 1.286
F -5.505 3.280 0.727
F -3.924 2.297 1.870
H -0.042 1.926 -3.916
H -3.215 3.159 -2.769
H -2.193 4.151 -1.852
H -4.394 4.237 2.032
O -2.468 -0.293 -6.147
C -2.197 -1.171 -5.416
C -2.474 -2.656 -5.612
C -1.603 -3.343 -4.529
C -1.282 -2.185 -3.569
O -1.534 -0.975 -4.272
H -3.519 -2.779 -5.341
H -2.177 -2.980 -6.599
H -2.282 -4.030 -4.023
H -0.763 -3.918 -4.900
H -1.834 -2.366 -2.643
H -0.239 -2.193 -3.235
C 1.102 -0.407 -0.396
C 0.274 -1.528 0.122
C 1.012 -2.550 0.958
C 0.112 -3.560 1.515
N -0.587 -4.354 1.903
H 1.983 -0.688 -0.989
H 1.402 0.346 0.333
H 0.549 0.150 -1.159
H -0.298 -2.024 -0.667
H -0.521 -1.038 0.705
H 1.527 -2.134 1.833
H 1.787 -3.027 0.352
C 0.923 5.172 0.651
C 1.656 4.121 1.469
C 1.580 4.383 2.961
C 2.258 3.352 3.731
N 2.817 2.493 4.266
H 1.489 6.080 0.464
H -0.008 5.439 1.160
H 0.591 4.697 -0.273
H 2.678 4.002 1.096
H 1.216 3.157 1.188
H 0.559 4.506 3.321
H 2.100 5.318 3.200
C 5.854 -3.294 -4.094
C 6.256 -4.715 -3.679
C 5.140 -5.496 -2.919
C 4.394 -4.753 -1.914
N 3.797 -4.150 -1.165
H 6.718 -2.624 -4.162
H 5.228 -2.815 -3.342
H 5.405 -3.285 -5.085
H 7.194 -4.752 -3.130
H 6.420 -5.298 -4.588
H 5.617 -6.364 -2.447
H 4.435 -5.962 -3.612
C -4.609 -2.845 1.929
C -3.380 -2.034 1.497
C -3.563 -1.400 0.130
C -3.719 -2.402 -0.933
N -3.829 -3.215 -1.760
H -4.382 -3.907 1.833
H -5.467 -2.635 1.291
H -4.884 -2.633 2.959
H -2.453 -2.590 1.600
H -3.260 -1.195 2.191
H -2.720 -0.772 -0.188
H -4.407 -0.708 0.107
C -3.561 2.062 8.006
C -2.447 1.172 7.483
C -2.381 1.147 5.966
C -1.663 2.332 5.447
N -1.110 3.254 5.040
H -4.377 2.071 7.273
H -3.226 3.081 8.168
H -4.053 1.609 8.865
H -2.665 0.145 7.783
H -1.474 1.414 7.903
H -3.355 1.037 5.507
H -1.668 0.374 5.667
C 3.606 1.066 0.333
C 3.940 -0.396 0.123
C 5.367 -0.594 -0.401
C 5.564 0.150 -1.655
N 5.719 0.733 -2.626
H 4.496 1.686 0.293
H 3.015 1.223 1.236
H 2.889 1.390 -0.429
H 3.286 -0.804 -0.651
H 3.828 -1.015 1.012
H 5.643 -1.641 -0.502
H 6.086 -0.147 0.298
*
```

Atom charges from the Löwdin analysis, given in e for atoms 1 to 6: atom 1 (F): 0.097, atom 2 (C): -0.300, atom 3 (F): 0.097, atom 4 (C): -0.443, atom 5 (F): 0.092, atom 6 (F): 0.122